{"formula": "C38H40IrN9Se", "method": "ωB97M-V/def2-TZVPD", "spin_multiplicity": 1, "gap_ev": 7.042, "relative_energy_kcal_mol": 15.1, "total_charge": 2, "largest_force_ev_per_a": 1.09, "symbols": ["Ir", "Se", "N", "C", "C", "C", "C", "C", "N", "C", "C", "N", "C", "C", "C", "C", "C", "N", "H", "H", "H", "H", "H", "H", "C", "C", "C", "C", "C", "C", "C", "N", "C", "N", "C", "C", "C", "C", "C", "C", "C", "N", "C", "C", "C", "C", "C", "C", "C", "H", "H", "H", "H", "H", "H", "H", "H", "H", "H", "H", "H", "H", "H", "H", "H", "H", "H", "H", "H", "H", "H", "N", "C", "C", "C", "C", "N", "H", "H", "H", "H", "H", "H", "H", "H", "H", "H", "H", "H"], "xyz": [[0.7547, 1.2828, -0.3272], [6.0361, -2.9856, -4.1193], [6.1646, -1.8236, -2.7826], [4.9632, -1.3515, -2.5914], [4.6490, -0.3364, -1.5835], [5.6392, 0.2357, -0.7965], [5.2902, 1.2517, 0.0532], [3.9601, 1.6337, 0.1328], [2.9721, 1.0586, -0.5584], [3.3318, 0.0917, -1.4418], [2.2915, -0.4092, -2.3315], [1.0515, 0.1071, -2.1652], [0.1103, -0.2316, -3.0497], [0.3291, -1.1202, -4.0951], [1.5613, -1.7039, -4.2172], [2.5715, -1.3309, -3.3317], [3.9340, -1.8501, -3.4517], [4.2917, -2.7329, -4.3432], [6.6617, -0.1057, -0.8991], [6.0259, 1.7607, 0.6601], [3.7123, 2.4379, 0.7869], [-0.8607, 0.2100, -2.9290], [-0.4749, -1.3396, -4.7848], [1.7791, -2.4351, -4.9861], [-3.4461, -4.1282, 1.7340], [-3.7003, -3.0309, 2.7362], [-4.5257, -3.2354, 3.8367], [-4.7816, -2.2239, 4.7518], [-4.2221, -0.9712, 4.5628], [-3.3981, -0.7404, 3.4701], [-3.1271, -1.7703, 2.5780], [-2.3178, -1.5671, 1.4092], [-1.2650, -0.7227, 1.2618], [-0.6525, -0.4093, 2.3977], [0.3680, 0.5160, 2.6731], [0.9760, 1.3520, 1.7326], [1.8809, 2.2696, 2.3014], [2.2044, 2.3396, 3.6434], [1.6365, 1.4360, 4.5080], [0.7240, 0.5158, 4.0340], [0.1086, -0.4764, 4.9923], [-0.8527, -0.3173, 0.0758], [-1.6064, -0.9469, -0.9778], [-2.8369, -0.4365, -1.4001], [-3.5704, -1.0699, -2.3941], [-3.0835, -2.2427, -2.9568], [-1.8868, -2.7777, -2.5039], [-1.1332, -2.1533, -1.5104], [0.1228, -2.8032, -0.9875], [-3.9243, -5.0533, 2.0489], [-2.3771, -4.3245, 1.6175], [-3.8495, -3.8788, 0.7462], [-4.9776, -4.2113, 3.9750], [-5.4293, -2.4105, 5.5987], [-4.4406, -0.1636, 5.2500], [-2.9997, 0.2525, 3.2984], [-2.6415, -2.0212, 0.5724], [-1.0164, -0.8950, 3.2006], [2.3702, 2.9905, 1.7036], [2.8973, 3.0912, 4.0036], [1.8922, 1.4447, 5.5609], [0.6074, -0.4189, 5.9573], [0.2123, -1.5066, 4.6398], [-0.9534, -0.2797, 5.1698], [-3.2595, 0.4291, -0.8951], [-4.5279, -0.6692, -2.7011], [-3.6508, -2.7535, -3.7244], [-1.5297, -3.7149, -2.9193], [0.5967, -3.4089, -1.7616], [-0.1112, -3.4697, -0.1527], [0.8367, -2.0669, -0.6195], [1.1124, 3.5222, -0.0567], [0.9595, 4.7853, -0.8416], [-0.2796, 4.8624, -1.6888], [-0.2210, 3.8289, -2.8073], [-1.0933, 2.6290, -2.5725], [-0.9878, 2.0369, -1.2014], [0.6549, 3.6103, 0.8447], [2.0947, 3.4601, 0.1445], [1.8257, 4.8667, -1.4975], [0.9969, 5.6193, -0.1408], [-0.3248, 5.8679, -2.1061], [-1.1815, 4.7585, -1.0737], [0.8127, 3.4962, -2.9407], [-0.5308, 4.2740, -3.7531], [-0.8298, 1.8647, -3.2937], [-2.1432, 2.8790, -2.7327], [-1.6346, 1.2588, -1.1621], [-1.3148, 2.6991, -0.5053]], "atomic_forces_ev_per_a": [[0.1, 0.0, -0.9], [0.1, -0.1, -0.1], [0.0, -0.1, -0.1], [-0.2, 0.3, 0.2], [0.1, -0.2, -0.3], [0.3, -0.1, 0.0], [0.0, 0.2, 0.0], [0.0, -0.3, -0.3], [0.1, -0.7, 0.8], [-0.3, 0.2, -0.2], [0.0, 0.1, 0.3], [-0.4, 0.7, -0.8], [0.5, -0.1, 0.0], [-0.1, 0.1, -0.1], [0.1, -0.1, -0.1], [0.3, -0.2, 0.0], [-0.3, 0.2, 0.1], [0.2, -0.1, 0.0], [0.0, 0.0, 0.0], [0.0, 0.0, 0.0], [-0.1, 0.1, 0.3], [0.0, -0.2, 0.0], [0.0, 0.0, 0.1], [0.0, 0.1, 0.0], [0.0, 0.0, 0.1], [0.0, -0.2, 0.0], [0.0, 0.0, 0.0], [0.0, -0.1, 0.0], [0.0, 0.0, 0.0], [-0.1, 0.1, 0.0], [0.2, 0.0, -0.2], [-0.3, 0.1, 0.1], [0.1, -0.3, 0.0], [0.2, 0.2, 0.0], [0.0, -0.2, 0.2], [-0.1, 1.0, 0.2], [-0.4, -0.5, 0.5], [0.1, 0.1, -0.1], [0.0, -0.1, 0.3], [-0.1, -0.1, 0.2], [0.1, 0.1, 0.1], [0.2, -0.2, -0.2], [0.2, -0.3, 0.1], [-0.1, 0.0, 0.0], [0.0, 0.1, 0.0], [0.0, 0.0, 0.0], [-0.1, -0.1, 0.1], [-0.1, -0.2, 0.2], [-0.1, 0.0, -0.1], [0.0, 0.0, 0.0], [0.0, 0.0, 0.0], [0.0, 0.0, 0.0], [0.0, 0.1, 0.0], [0.0, 0.0, 0.0], [0.0, 0.0, 0.0], [0.0, 0.0, 0.0], [-0.1, 0.0, 0.0], [0.0, 0.0, 0.1], [0.3, 0.5, -0.1], [0.0, -0.1, -0.1], [0.0, 0.0, 0.0], [0.0, 0.0, 0.0], [0.0, 0.0, 0.0], [0.0, 0.0, 0.0], [0.0, -0.1, 0.0], [0.0, 0.0, 0.0], [0.0, 0.0, 0.0], [0.0, 0.1, 0.0], [0.0, 0.0, 0.0], [0.0, 0.0, 0.0], [0.0, 0.0, 0.0], [0.3, -0.5, -0.5], [0.1, 0.0, 0.1], [-0.1, 0.1, -0.1], [0.1, 0.1, 0.0], [0.0, -0.1, 0.1], [-0.4, 0.0, 0.5], [0.0, 0.1, 0.0], [0.2, 0.2, 0.1], [0.1, 0.0, 0.0], [0.0, 0.0, 0.1], [0.0, 0.0, 0.0], [0.0, 0.0, -0.1], [0.0, 0.0, 0.0], [0.0, -0.1, 0.0], [-0.1, 0.2, 0.0], [-0.1, 0.0, 0.1], [-0.2, 0.2, 0.0], [-0.3, 0.1, -0.2]]}

---

{"formula": "C38H40N2O4S", "method": "ωB97M-V/def2-TZVPD", "spin_multiplicity": 1, "gap_ev": 7.662, "smiles": "CN1C(=O)[C@@H](Cc2ccccc2)N(/C=C/[C@H](c2ccccc2)[C@H](C(=O)c2ccccc2)S(=O)(=O)c2ccccc2)[C@@H]1C(C)(C)C", "largest_force_ev_per_a": 3.86, "symbols": ["C", "N", "C", "O", "C", "C", "C", "C", "C", "C", "C", "C", "N", "C", "C", "C", "C", "C", "C", "C", "C", "C", "C", "C", "C", "C", "C", "H", "H", "H", "H", "H", "H", "H", "H", "H", "H", "H", "H", "H", "H", "H", "H", "H", "H", "H", "H", "H", "H", "H", "H", "H", "H", "H", "H", "H", "C", "C", "C", "C", "S", "C", "C", "O", "C", "C", "C", "C", "C", "C", "O", "O", "C", "C", "H", "H", "H", "H", "H", "H", "H", "H", "H", "H", "H"], "xyz": [[-4.8803, -2.3278, 1.1840], [-4.2054, -1.0692, 0.9970], [-4.5931, 0.0081, 1.7550], [-5.5627, 0.0629, 2.4997], [-3.5693, 1.1049, 1.5278], [-2.8534, 1.4125, 2.8426], [-2.2253, 0.1521, 3.3945], [-2.9648, -0.7577, 4.1622], [-2.4181, -1.9871, 4.5241], [-1.1256, -2.3191, 4.1248], [-0.3702, -1.3684, 3.4482], [-0.8808, -0.1130, 3.1409], [-2.7095, 0.5303, 0.4965], [-1.4698, 1.0405, 0.1947], [-0.4053, 0.3285, -0.2492], [0.8954, 0.9018, -0.8326], [0.9583, 0.4695, -2.3084], [1.3163, 1.3671, -3.3201], [1.7184, 0.8696, -4.5677], [1.7333, -0.5103, -4.7986], [1.2051, -1.3862, -3.8451], [0.8140, -0.8926, -2.6029], [-3.2689, -0.7099, -0.0586], [-4.0180, -0.6037, -1.4650], [-5.1756, 0.3975, -1.3892], [-4.5874, -1.9682, -1.8602], [-3.0147, -0.1721, -2.5191], [-4.7140, -2.6762, 2.2127], [-5.9655, -2.2230, 1.0338], [-4.4752, -3.0650, 0.4937], [-4.0954, 1.9874, 1.1223], [-2.1106, 2.2063, 2.6847], [-3.6328, 1.7694, 3.5328], [-3.9874, -0.4999, 4.4518], [-3.0072, -2.6932, 5.1049], [-0.6820, -3.2902, 4.3356], [0.6188, -1.6434, 3.1166], [-0.2598, 0.6507, 2.6625], [-1.3047, 2.0995, 0.4432], [-0.3752, -0.7735, -0.1965], [0.8203, 2.0052, -0.8323], [1.3212, 2.4407, -3.0992], [2.0499, 1.5658, -5.3427], [2.1022, -0.9062, -5.7338], [1.1049, -2.4597, -4.0388], [0.4581, -1.5751, -1.8158], [-2.4816, -1.4781, -0.1449], [-4.8267, 1.4108, -1.1585], [-5.6786, 0.4277, -2.3682], [-5.9303, 0.0893, -0.6523], [-3.8197, -2.7544, -1.8173], [-5.4458, -2.2570, -1.2399], [-4.9576, -1.9194, -2.8970], [-2.1876, -0.8900, -2.5870], [-3.5064, -0.1296, -3.5027], [-2.6085, 0.8201, -2.2981], [5.6352, 0.1685, -4.4581], [5.8258, -0.6385, -3.3320], [5.4148, -0.1873, -2.0776], [4.7544, 1.0405, -1.9895], [3.9462, 1.4451, -0.4303], [2.1456, 0.4310, -0.2184], [2.0752, -0.1063, 1.1774], [1.5736, -1.2314, 1.3136], [2.7938, 0.5463, 2.3377], [3.1871, 1.8907, 2.4869], [3.9308, 2.2751, 3.6024], [4.2371, 1.3425, 4.6114], [3.7969, 0.0146, 4.4828], [3.1083, -0.3696, 3.3423], [4.8987, 0.8957, 0.5171], [3.6301, 2.8645, -0.4248], [4.7254, 1.9239, -3.0611], [5.1325, 1.4654, -4.3176], [5.8841, -0.2172, -5.4479], [6.2785, -1.6309, -3.4146], [5.5644, -0.7828, -1.1770], [2.6188, -0.3666, -0.8075], [2.8553, 2.6660, 1.7971], [4.2886, 3.3035, 3.6813], [4.7997, 1.6476, 5.4923], [3.9844, -0.7433, 5.2366], [2.7836, -1.3986, 3.2293], [4.3354, 2.9329, -2.9082], [5.0301, 2.1198, -5.1882]], "atomic_forces_ev_per_a": [[-0.1, -0.3, 0.2], [-0.4, 0.9, 0.7], [-0.2, -0.5, -0.3], [0.8, -0.2, -0.4], [-0.1, 0.3, -0.8], [-0.3, -0.1, 0.4], [0.4, 0.4, 0.5], [-0.1, 0.0, -0.2], [0.0, 0.0, 0.0], [-0.2, 0.4, -0.1], [0.2, -0.2, 0.2], [-0.3, -0.3, -0.1], [-0.4, -0.1, -0.4], [1.5, -0.4, -0.1], [0.2, -0.2, 0.6], [-2.2, 1.3, -1.6], [0.1, 0.2, -0.2], [0.1, -0.4, 0.1], [-0.1, -0.1, 0.2], [-0.4, 0.3, 0.1], [-0.1, 0.1, 0.3], [0.3, -0.1, 0.0], [-0.2, -0.3, 0.0], [0.3, 0.3, 0.8], [-0.1, -0.1, -0.1], [-0.2, -0.2, -0.2], [0.1, 0.1, -0.3], [-0.1, 0.1, -0.2], [0.3, -0.1, 0.0], [-0.1, 0.0, 0.1], [0.1, 0.0, 0.4], [-0.2, -0.2, 0.1], [0.3, 0.1, -0.2], [0.3, -0.2, -0.1], [0.0, 0.1, -0.1], [-0.2, 0.2, 0.0], [0.0, 0.2, 0.2], [-0.2, -0.4, 0.1], [-0.4, -0.2, -0.4], [-0.6, 0.7, -0.2], [0.2, -0.3, 0.2], [0.1, -0.4, -0.1], [-0.1, -0.3, 0.2], [0.0, 0.1, -0.1], [0.2, 0.4, -0.1], [0.3, 0.3, -0.5], [-0.2, 0.2, 0.0], [-0.1, -0.2, 0.0], [0.1, 0.1, 0.2], [0.2, 0.1, -0.1], [-0.2, 0.1, 0.0], [0.3, 0.0, -0.2], [0.2, 0.0, 0.3], [0.0, 0.2, 0.0], [0.1, 0.0, 0.2], [0.0, -0.2, -0.1], [-0.1, 0.1, 0.1], [0.0, 0.1, 0.1], [-0.4, -0.2, -0.2], [-0.3, -0.2, 0.0], [-0.3, 0.8, 0.2], [3.8, -0.5, 0.0], [0.5, -1.4, 1.1], [0.7, 1.9, -0.7], [-0.5, -0.3, 0.3], [-0.6, -0.2, 0.4], [0.0, -0.5, 0.2], [-0.3, -0.2, -0.5], [0.1, 0.5, -0.2], [0.1, 0.1, 0.3], [-0.7, -0.1, -0.1], [0.2, -0.5, -0.3], [-0.5, -0.1, -0.2], [0.2, 0.0, 0.1], [0.0, 0.2, 0.3], [-0.1, 0.4, -0.1], [-0.2, 0.1, -0.3], [-0.8, -0.4, 0.2], [0.3, -0.3, 0.0], [-0.2, -0.3, 0.0], [-0.1, 0.0, -0.2], [0.1, 0.3, 0.1], [0.1, 0.2, 0.0], [0.0, -0.4, -0.1], [0.1, -0.2, 0.3]]}